Computed, not measured: C54H56BF3O3SSbV as an isolated structure, with the ωB97M-V functional and the def2-TZVPD basis.

The geometry in XYZ format:
```
120
C54H56BF3O3SSbV, DFT the ωB97M-V functional and the def2-TZVPD basis
V -1.19 -0.01 0.74
C -3.83 2.81 1.60
C -3.43 1.63 2.45
C -4.26 0.50 2.52
C -5.55 0.50 1.71
C -3.96 -0.56 3.39
C -5.03 -1.58 3.72
C -2.69 -0.60 3.99
C -2.21 -1.75 4.84
C -1.84 0.52 3.88
C -0.50 0.52 4.58
C -2.29 1.69 3.26
C -1.66 3.00 3.67
H -4.65 3.39 2.05
H -4.19 2.48 0.62
H -3.00 3.49 1.44
H -5.33 0.40 0.64
H -6.09 1.43 1.84
H -6.21 -0.31 1.99
H -5.92 -1.07 4.09
H -4.73 -2.27 4.50
H -5.35 -2.17 2.86
H -1.31 -2.20 4.42
H -2.94 -2.54 4.96
H -1.95 -1.40 5.84
H 0.14 1.31 4.21
H 0.03 -0.43 4.43
H -0.59 0.65 5.66
H -0.66 3.17 3.28
H -1.58 3.02 4.76
H -2.28 3.85 3.37
O -2.10 -1.60 1.00
S -3.34 -2.48 0.80
C -2.99 -3.94 1.84
C -1.79 -4.75 1.43
C -0.49 -4.26 1.57
C 0.59 -5.03 1.15
C 0.39 -6.29 0.61
C -0.90 -6.79 0.49
C -1.98 -6.03 0.90
C -3.27 -3.26 -0.86
C -2.34 -2.62 -1.84
C -2.64 -1.36 -2.35
C -1.86 -0.80 -3.35
C -0.78 -1.51 -3.85
C -0.45 -2.75 -3.32
C -1.23 -3.30 -2.31
H -3.91 -4.52 1.78
H -2.90 -3.52 2.84
H -0.32 -3.28 1.99
H 1.59 -4.63 1.25
H 1.24 -6.89 0.29
H -1.06 -7.79 0.08
H -2.99 -6.43 0.81
H -4.30 -3.16 -1.21
H -3.04 -4.31 -0.71
H -3.52 -0.82 -2.00
H -2.11 0.17 -3.75
H -0.18 -1.09 -4.65
H 0.41 -3.29 -3.69
H -0.98 -4.28 -1.89
F 0.40 8.20 2.70
C 0.32 6.96 2.21
C 1.24 6.02 2.63
C 1.16 4.73 2.12
C 0.16 4.39 1.20
C -0.76 5.37 0.81
C -0.68 6.66 1.31
Sb 0.01 2.38 0.48
C 2.11 2.03 0.63
C 3.02 2.84 -0.04
C 4.38 2.53 -0.06
C 4.80 1.41 0.62
F 6.10 1.08 0.58
C 3.94 0.61 1.34
C 2.59 0.93 1.34
C -0.28 2.87 -1.58
C -1.56 3.27 -1.97
C -1.84 3.58 -3.29
C -0.83 3.49 -4.22
F -1.09 3.79 -5.50
C 0.45 3.08 -3.87
C 0.72 2.77 -2.55
H 2.01 6.30 3.34
H 1.88 3.99 2.44
H -1.53 5.13 0.08
H -1.38 7.43 1.00
H 2.69 3.74 -0.55
H 5.10 3.15 -0.59
H 4.32 -0.24 1.89
H 1.91 0.31 1.91
H -2.36 3.33 -1.24
H -2.83 3.89 -3.61
H 1.22 3.01 -4.64
H 1.71 2.44 -2.28
C 4.65 0.22 -4.95
C 5.12 -0.92 -4.05
C 6.47 -0.54 -3.42
C 5.29 -2.18 -4.92
C 4.11 -1.20 -2.93
C 4.30 -2.30 -2.08
C 3.42 -2.62 -1.04
C 2.33 -1.79 -0.88
O 1.30 -1.87 0.04
B 0.45 -0.77 -0.20
O 0.97 -0.07 -1.33
C 2.14 -0.70 -1.70
C 2.99 -0.39 -2.73
H 5.41 0.41 -5.71
H 4.52 1.15 -4.38
H 3.72 -0.02 -5.46
H 7.20 -0.32 -4.21
H 6.86 -1.35 -2.80
H 6.37 0.35 -2.79
H 5.88 -1.94 -5.81
H 4.32 -2.57 -5.24
H 5.81 -2.98 -4.38
H 5.18 -2.93 -2.21
H 3.60 -3.47 -0.39
H 2.78 0.47 -3.37
```

Net charge: +1
E_tot, eV: -114934.033
Spin multiplicity: 4
Molar mass, g/mol: 1025.616
Frontier orbital gap (alpha / beta), eV: 7.67 / 7.83